93
Properties=species:S:1:pos:R:3 method="wB97M-V/def2-TZVPD" charge=-1 fmax_ev_per_a=5.91 homo_lumo_gap_ev=4.96 e_above_lowest_kj_mol=0.00
C -1.24 -0.29 -5.43
C -0.69 -1.16 -4.35
H -0.72 -0.47 -6.37
H -1.14 0.77 -5.20
H -2.31 -0.51 -5.56
C 0.09 -2.22 -4.58
C 0.72 -2.51 -5.90
H 0.26 -2.98 -3.81
H 1.54 -1.82 -6.12
H 0.00 -2.43 -6.72
H 1.14 -3.52 -5.92
Hg -4.00 1.51 0.49
Cl 1.33 1.67 -4.67
C 1.10 -2.48 1.58
O 2.27 -2.49 1.20
N 0.58 -3.39 2.43
C 1.43 -4.48 2.88
C -0.86 -3.55 2.62
H 0.35 -1.71 1.26
H 2.42 -4.09 3.12
H 1.52 -5.26 2.11
H 0.97 -4.92 3.77
H -1.37 -2.59 2.45
H -1.03 -3.89 3.66
H -1.28 -4.30 1.93
H 1.29 3.17 5.50
H -0.49 4.78 6.04
C 1.33 3.58 4.48
C -0.53 5.13 5.00
N 0.03 4.11 4.13
H 1.61 2.80 3.77
C -0.47 3.92 2.88
O -0.06 3.07 2.07
H -1.58 5.30 4.72
H -1.32 4.59 2.65
H 2.09 4.38 4.48
H 0.03 6.07 4.93
H 3.02 -0.58 -4.26
H 2.75 -2.96 -2.91
C 3.58 -0.29 -3.36
C 3.36 -2.42 -2.17
N 3.04 -1.00 -2.21
H 3.48 0.78 -3.21
C 2.69 -0.32 -1.07
O 2.63 0.90 -0.97
H 3.16 -2.83 -1.18
H 2.47 -0.99 -0.21
H 4.63 -0.57 -3.50
H 4.41 -2.58 -2.44
O -0.18 0.41 -2.55
C -1.05 -0.69 -2.96
C 0.16 -2.45 -1.53
C -1.02 -1.87 -1.98
H 1.10 -1.91 -1.70
C 0.19 -3.76 -1.01
H -2.08 -0.31 -2.97
C -2.22 -2.53 -1.68
H 1.14 -4.26 -0.82
C -1.01 -4.43 -0.78
C -2.23 -3.79 -1.08
H -3.16 -2.05 -1.98
H -1.00 -5.44 -0.37
H -3.18 -4.30 -0.89
Si 0.12 1.97 -2.90
Cl -5.19 2.19 -1.22
C 1.40 3.21 -2.15
C -1.03 2.53 -1.37
C -0.73 3.49 -3.86
H 1.78 2.86 -1.19
H 0.91 4.18 -1.99
H 2.23 3.37 -2.84
H -0.26 3.66 -4.85
H -0.53 4.39 -3.25
H -1.82 3.37 -3.96
H -0.55 2.24 -0.42
H -2.00 2.02 -1.40
H -1.24 3.61 -1.30
O -4.58 1.22 4.24
S -3.37 1.82 3.75
O -3.26 3.25 3.61
N -3.00 1.11 2.23
C -1.82 0.46 2.17
S -1.43 -0.25 0.71
C -1.13 0.49 3.44
C 0.16 0.06 3.75
C 0.62 0.14 5.06
C -0.17 0.74 6.05
C -1.43 1.27 5.72
C -1.89 1.12 4.42
H 0.79 -0.34 2.94
H 1.60 -0.26 5.33
H 0.19 0.81 7.08
H -2.06 1.77 6.45